(1)
The following is a DFT calculation (ωB97M-V with the def2-TZVPD basis set) of 2 unconnected molecules or ions with the total composition C14H26NO7P2S.

Structure (ORCA input):
```
! RIJCOSX wB97M-V def2-TZVPD def2/J DEFGRID3
* xyz 1 1
C 5.4223 -1.9745 -0.8793
S 6.1676 -0.3272 -0.8927
O 6.0446 0.3605 -2.3776
C 4.7514 0.2477 -2.9926
O 4.7391 -0.0117 -4.1411
C 3.4999 0.4098 -2.2136
C 2.3678 -0.2627 -2.6791
C 1.1982 -0.1536 -1.9494
C 1.1355 0.6012 -0.7854
C 2.2466 1.3048 -0.3329
C 3.4168 1.1942 -1.0636
P 8.3140 -0.6582 -0.5638
N 8.6673 0.6968 0.4115
O 8.9175 -0.4751 -2.0708
H 4.6118 -2.0568 -1.6012
H 5.0161 -2.0966 0.1253
H 6.2180 -2.6981 -1.0584
H 2.4190 -0.8713 -3.5728
H 0.3088 -0.6760 -2.2803
H 0.2133 0.6530 -0.2072
H 2.2315 1.9053 0.5662
H 4.3300 1.6960 -0.7561
H 9.6727 0.8595 0.3606
H 8.2005 1.5355 0.0650
H 9.8799 -0.3908 -1.9824
O -2.4565 0.5391 0.6053
P -3.6599 0.3939 1.4746
O -4.2618 -1.0663 1.0521
C -3.5811 -2.2460 1.4940
C -3.6503 -2.4377 2.9990
O -4.6774 1.4171 0.7000
C -4.2299 2.2888 -0.3386
C -4.3209 1.6249 -1.7000
O -4.4465 0.5530 2.8762
C -5.8564 0.8635 2.9694
C -6.8050 -0.0448 2.2220
H -2.5401 -2.2114 1.1579
H -4.0640 -3.0853 0.9949
H -3.1139 -1.6449 3.5254
H -3.2029 -3.3911 3.2825
H -4.6831 -2.4148 3.3448
H -3.2215 2.6444 -0.1348
H -4.8766 3.1674 -0.3178
H -3.9369 0.6053 -1.6873
H -3.7684 2.1973 -2.4468
H -5.3626 1.5605 -2.0189
H -6.0111 1.9020 2.6840
H -6.0840 0.7999 4.0340
H -6.6726 0.0068 1.1441
H -7.8330 0.2518 2.4361
H -6.6738 -1.0853 2.5192
*
```

Summary:
Electronic energy, Ha: -2211.17249
LUMO energy, eV: -4.2
Largest force on an atom, eV/Å: 6.6
Molecular weight, g mol⁻¹: 414.4

***

(2)
The following is a DFT calculation (ωB97M-V with the def2-TZVPD basis set) of a molecular structure, C14H27BCl7CsF3LiN4NaO12P2.

Structure (ORCA input):
```
! RIJCOSX wB97M-V def2-TZVPD def2/J DEFGRID3
* xyz 1 1
C -2.8096 -0.3539 -1.1972
C -1.4307 -0.1924 -0.8481
C -0.4868 0.2295 -2.0725
C 0.7889 1.0882 -1.6761
C 2.1290 0.2631 -1.4391
Cl 3.5444 1.4544 -1.6079
O 2.2292 -0.2512 -0.0787
C 3.5356 -0.5358 0.2506
N 4.6319 -0.9428 0.5847
C 2.3354 -0.9184 -2.5241
C 0.9857 -1.7965 -2.4368
B 1.1120 -3.2666 -3.1043
O 0.3761 -3.7114 -4.2596
O 1.9940 -4.2055 -2.4778
N -0.1885 -0.9871 -2.9052
P -0.1342 -0.4622 -4.6140
P -2.2449 -0.3156 -5.2314
O -2.2875 0.5312 -6.5117
O -2.9263 -1.8514 -5.6366
O -3.2123 0.5296 -4.0808
H -3.1774 -1.1118 -1.9663
H -3.5498 0.3693 -0.7173
H -0.9989 -0.3070 0.1865
H -1.1414 0.9062 -2.7195
H 0.5404 1.6218 -0.6945
H 0.9822 1.9305 -2.4192
H 2.5209 -0.4870 -3.5529
H 3.2166 -1.5838 -2.2436
H 0.8314 -1.9693 -1.3095
H 0.1752 -4.6549 -4.0715
H 1.8424 -4.1750 -1.4115
H -1.0227 -1.6067 -2.8219
H 0.4268 -1.4540 -5.4865
H -2.6462 -2.5564 -4.9794
H -3.5421 1.4011 -4.4731
Cl 4.4859 1.2978 1.9843
Na -4.6537 -2.3016 -4.4468
Cl 2.2189 -3.3001 -0.0593
N -5.8465 -2.2401 -0.5671
H -5.0373 -1.6091 -0.5839
H -6.4214 -2.0804 -1.4046
H -5.5201 -3.2126 -0.5571
H -6.4066 -2.0599 0.2736
C 3.0987 2.4503 5.6285
C 2.8815 3.5302 6.6724
O 2.6143 4.7931 6.0700
C 1.3347 5.0064 5.6920
O 0.4517 4.2125 5.8287
C 1.1788 6.4135 5.1195
F 2.1727 6.7362 4.2755
F 1.1819 7.3431 6.0912
F 0.0359 6.5660 4.4433
H 3.8835 2.7417 4.9275
H 3.3824 1.5044 6.1043
H 2.1942 2.2833 5.0407
H 3.7996 3.6581 7.2629
H 2.0786 3.2573 7.3725
C 1.4174 4.5102 1.7065
O 1.1062 3.2253 1.6501
H 0.8819 5.1884 1.0106
H 1.2432 5.0225 2.6737
H 2.4747 4.7812 1.5098
Li 3.5199 1.8892 8.7213
C -0.0157 -7.4112 -1.2345
Cl -0.9618 -8.9119 -1.1532
Cl 0.3127 -7.0107 -2.9339
Cl -0.9329 -6.0897 -0.4834
Cl 1.5181 -7.6297 -0.3745
N -2.7118 -1.3109 1.9994
O -2.0880 -1.8549 2.9191
O -3.2413 -2.0081 1.1019
O -2.8135 -0.0655 1.9569
Cs -5.2158 2.0575 -3.6908
*
```

Summary:
Electronic energy, Ha: -6089.16973
LUMO energy, eV: -5.7
Largest force on an atom, eV/Å: 5.8
Molecular weight, g mol⁻¹: 984.1

***

(3)
The following is a DFT calculation (ωB97M-V with the def2-TZVPD basis set) of a molecular structure, C14H27BeN7O7.

Structure (ORCA input):
```
! RIJCOSX wB97M-V def2-TZVPD def2/J DEFGRID3
* xyz 0 1
O 3.9033 -1.0562 0.4612
H 4.7482 -0.7957 0.8642
Be -0.0633 -0.1738 0.0338
N -0.4874 -1.8630 0.5314
N 1.0696 -1.0625 -1.1100
N -0.9628 0.3730 1.5145
N 1.0920 1.0399 0.5596
O -0.8844 -2.3534 1.6874
O -2.0048 -0.2428 2.0866
O 2.2798 1.3204 0.0034
O 2.1533 -0.6988 -1.6479
C 0.6301 -2.3222 -1.4002
C -0.3356 -2.7646 -0.4674
C -0.5756 1.5341 2.0391
C 0.6760 1.9123 1.4947
C -1.0128 -4.0881 -0.4486
H -2.0921 -3.9747 -0.6393
H -0.8990 -4.5595 0.5361
H -0.5935 -4.7418 -1.2214
C 1.2378 -3.1037 -2.4994
H 2.2436 -3.4593 -2.2270
H 1.3099 -2.4577 -3.3845
H 0.6202 -3.9773 -2.7327
C -1.3572 2.3102 3.0334
C 1.3844 3.1669 1.8411
H -2.0680 1.6564 3.5497
H -1.9224 3.1181 2.5453
H -0.6816 2.7669 3.7640
H 2.2043 3.3341 1.1357
H 1.7772 3.1228 2.8670
H 0.6802 4.0095 1.8021
H -1.6507 -1.2652 2.0332
H 2.3590 0.6129 -0.7426
C 3.0319 -1.4624 1.5147
H 2.2355 -2.0517 1.0651
H 2.6118 -0.6051 2.0509
H 3.5686 -2.0990 2.2365
O 1.1389 -3.1931 3.8367
H 1.3990 -2.6176 4.5833
H 0.3321 -2.7780 3.4703
C -0.3026 3.4927 -3.4764
N -1.0560 2.5307 -2.6885
C -2.4062 2.5904 -2.6680
C -3.1169 1.6413 -1.9947
C -2.4166 0.6659 -1.2414
N -1.0757 0.6684 -1.1846
C -0.3611 1.5314 -2.0063
O 0.8650 1.4491 -2.1229
N -3.0945 -0.2781 -0.5761
H -0.4724 4.5078 -3.1014
H -0.6212 3.4568 -4.5240
H 0.7534 3.2349 -3.3965
H -2.8470 3.4150 -3.2260
H -4.1998 1.6155 -2.0177
H -2.6421 -0.8303 0.1528
H -4.1020 -0.2019 -0.5483
*
```

Summary:
Electronic energy, Ha: -1474.28444
LUMO energy (alpha / beta), eV: -0.3 / -0.3
Largest force on an atom, eV/Å: 3.9
Molecular weight, g mol⁻¹: 414.4

***

(4)
The following is a DFT calculation (ωB97M-V with the def2-TZVPD basis set) of 3 unconnected molecules or ions with the total composition C14H27Br4ClF3O4P.

Structure (ORCA input):
```
! RIJCOSX wB97M-V def2-TZVPD def2/J DEFGRID3
* xyz 0 1
C -0.1489 -3.6848 0.7303
C -1.3587 -4.2535 0.0091
C -2.0177 -3.2814 -0.9713
C -1.0830 -2.5142 -1.8847
O -0.7180 -1.2423 -1.2641
P 0.1691 -0.2424 -2.1035
O 0.5884 -0.7233 -3.4084
O -0.6700 1.0844 -2.1377
C -0.9997 1.7403 -0.8940
C -2.3136 2.4683 -1.1207
C -2.5487 3.6222 -0.1671
F -3.1527 4.6683 -0.7816
F -3.3553 3.2700 0.8654
F -1.4042 4.1017 0.3902
O 1.3496 0.2080 -1.1318
C 2.6075 -0.4496 -1.2067
Cl 2.9390 -1.1728 0.3975
C 3.6826 0.5358 -1.6520
C 4.5407 1.1800 -0.5702
H 0.1499 -4.3196 1.5618
H 0.7018 -3.5820 0.0614
H -0.3580 -2.6903 1.1252
H -1.0756 -5.1636 -0.5235
H -2.1078 -4.5380 0.7491
H -2.7329 -3.8154 -1.5958
H -2.5813 -2.5384 -0.4059
H -1.5727 -2.2952 -2.8302
H -0.1780 -3.0745 -2.1148
H -0.1936 2.4185 -0.6345
H -1.0996 1.0143 -0.0878
H -2.3554 2.8310 -2.1437
H -3.1385 1.7745 -0.9732
H 2.5623 -1.2952 -1.8843
H 4.3262 0.0107 -2.3568
H 3.1730 1.3130 -2.2180
H 4.9934 2.0830 -0.9803
H 3.9627 1.4742 0.3025
H 5.3549 0.5311 -0.2668
Br 7.1174 0.8632 2.0786
C 5.5416 1.5128 3.0118
C 5.7947 1.7102 4.4821
Br 5.8906 0.0216 5.4392
H 4.7530 0.7907 2.8230
H 5.2881 2.4604 2.5416
H 4.9742 2.2625 4.9341
H 6.7303 2.2264 4.6696
Br -6.1782 2.4996 -0.3102
C -6.7264 0.6361 -0.2620
C -6.0507 -0.1254 0.8468
Br -4.1833 -0.4991 0.4452
H -6.5008 0.2205 -1.2385
H -7.8028 0.6463 -0.1087
H -6.5218 -1.0966 0.9785
H -6.0634 0.4177 1.7859
*
```

Summary:
Electronic energy, Ha: -12247.94972
LUMO energy, eV: 0.4
Largest force on an atom, eV/Å: 0.6
Structure (SMILES): CCCCO[P@@](=O)(OCCC(F)(F)F)O[C@H](Cl)CC.BrCCBr.BrCCBr
Molecular weight, g mol⁻¹: 702.4

***

- The highest largest force on an atom belongs to which entry?
  C14H26NO7P2S